#a
Entry from OMol25: C3H8N2O in the gas phase (ωB97M-V/def2-TZVPD).

The HOMO energy is -9.316 eV. As for the structure (SMILES): C/N=C(/C)NO. Its molar mass is 88.11 g/mol. The value obtained for the frontier orbital gap is 10.16 eV.

CARTESIAN COORDINATES (ANGSTROEM)
C: -1.596 -1.140 0.051
C: 0.601 -0.214 0.062
C: 2.152 -0.293 -0.130
H: -1.946 -0.469 0.817
H: -2.127 -0.890 -0.874
H: -1.984 -2.160 0.354
H: 2.533 0.584 -0.781
H: 2.686 -0.332 0.967
H: 2.341 -1.352 -0.629
H: 0.845 1.782 0.420
H: -1.645 1.749 0.271
N: -0.138 -1.230 -0.077
N: 0.123 1.042 0.447
O: -0.943 1.535 -0.379


#b
Entry from OMol25: C3H8N2O as an isolated structure (ωB97M-V/def2-TZVPD).

The HOMO energy is -9.155 eV. Its molar mass is 88.11 g/mol. The value obtained for the frontier orbital gap is 10.03 eV.

CARTESIAN COORDINATES (ANGSTROEM)
C: -0.464 -0.063 -0.022
C: -0.312 1.451 0.022
N: -1.767 -0.491 -0.234
C: 1.471 -0.959 0.888
O: 2.210 -0.670 -0.135
N: 0.188 -0.780 0.966
H: 1.381 -0.407 -0.984
H: 0.354 -0.293 -1.238
H: -1.947 -1.444 0.050
H: -2.208 -0.213 -1.095
H: 1.932 -1.576 1.659
H: 0.742 1.719 0.018
H: -0.799 1.913 -0.835
H: -0.780 1.813 0.939


#c
Entry from OMol25: C3H8N2O in the gas phase (ωB97M-V/def2-TZVPD).

The HOMO energy (spin up / spin down) is -6.903 / -6.904 eV. Its molar mass is 88.11 g/mol. The value obtained for the frontier orbital gap (spin up / spin down) is 7.49 / 7.50 eV.

CARTESIAN COORDINATES (ANGSTROEM)
C: 1.063 -1.151 0.894
C: -1.257 0.905 0.615
N: 1.295 -1.060 -1.249
C: -0.402 0.407 -0.502
O: -0.268 1.180 -1.646
N: 0.304 -0.684 -0.437
H: -1.130 1.525 -1.903
H: 1.329 -0.419 -2.049
H: 1.820 -0.440 1.216
H: 0.262 -1.219 1.628
H: 1.458 -2.145 0.723
H: -0.663 1.429 1.367
H: -2.022 1.589 0.242
H: -1.787 0.084 1.102


Here are the energies relative to the best structure, in hartree: #a 0.0258; #b 0.0000; #c 0.0599.


#a
Entry from OMol25: a 2-piece molecular cluster, C3H8N2O overall (ωB97M-V/def2-TZVPD).

The HOMO energy is -9.198 eV. As for the structure (SMILES): [H]/N=C/N.CC=O. Its molar mass is 88.11 g/mol. The value obtained for the frontier orbital gap is 9.97 eV.

CARTESIAN COORDINATES (ANGSTROEM)
O: -1.509 -1.102 -1.523
C: -0.380 -1.510 -1.516
C: 0.288 -2.224 -2.656
H: 0.170 -1.451 -0.553
H: -0.475 -2.845 -3.130
H: 1.216 -2.677 -2.334
H: 0.527 -1.489 -3.434
N: -0.345 1.386 1.328
C: 0.221 2.179 2.268
N: 0.057 1.969 3.521
H: 0.022 1.210 0.420
H: -1.077 0.758 1.616
H: 0.816 3.045 1.967
H: 0.468 2.750 4.025


#b
Entry from OMol25: a 2-piece molecular cluster, C3H8N2O overall (ωB97M-V/def2-TZVPD).

The HOMO energy is -7.995 eV. Its molar mass is 88.11 g/mol. The value obtained for the frontier orbital gap is 8.40 eV.

CARTESIAN COORDINATES (ANGSTROEM)
C: -0.184 1.899 0.678
O: 0.424 0.598 0.780
H: 1.038 0.108 -0.127
H: -0.481 2.104 -0.353
H: -1.054 1.929 1.334
H: 0.546 2.637 1.008
C: -0.495 -0.657 0.424
C: 1.006 -1.129 -0.926
N: -0.601 -1.505 1.353
N: 0.731 -1.198 -2.169
H: -1.413 -2.107 1.242
H: 0.095 -0.442 -2.451
H: -1.245 -0.308 -0.292
H: 1.634 -1.926 -0.501


#c
Entry from OMol25: C3H8N2O in the gas phase (ωB97M-V/def2-TZVPD).

The HOMO energy is -9.282 eV. As for the structure (SMILES): C[C@H](N)C(N)=O. Its molar mass is 88.11 g/mol. The value obtained for the frontier orbital gap is 10.13 eV.

CARTESIAN COORDINATES (ANGSTROEM)
N: -0.385 0.848 -1.627
C: 0.227 0.110 -0.535
C: 1.128 1.021 0.320
C: -0.826 -0.564 0.364
N: -0.443 -1.718 0.995
O: -1.922 -0.097 0.571
H: -0.615 0.192 -2.350
H: -1.167 1.379 -1.296
H: 0.795 -0.739 -0.928
H: 0.548 1.345 1.194
H: 1.928 0.445 0.783
H: 1.402 1.919 -0.219
H: -1.035 -1.873 1.809
H: 0.366 -2.269 0.920


#d
Entry from OMol25: C3H8N2O in the gas phase (ωB97M-V/def2-TZVPD).

The HOMO energy is -9.102 eV. As for the structure (SMILES): [H]/N=C(/C)OCN. Its molar mass is 88.11 g/mol. The value obtained for the frontier orbital gap is 9.97 eV.

CARTESIAN COORDINATES (ANGSTROEM)
C: 0.974 0.064 1.351
C: -0.304 -0.560 -1.759
C: -0.186 0.405 -0.625
N: -0.431 -0.443 1.199
O: 1.365 0.156 0.043
N: -0.680 1.569 -0.642
H: -0.553 2.093 0.219
H: -0.463 -1.444 1.019
H: -1.206 0.120 1.543
H: 0.912 1.039 1.866
H: 1.571 -0.652 1.933
H: -1.354 -0.830 -1.903
H: 0.050 -0.074 -2.668
H: 0.305 -1.444 -1.575


Here are the energies relative to the best structure, in hartree: #a 0.0432; #b 0.2067; #c 0.0000; #d 0.1031.


#a
Entry from OMol25: a 2-piece molecular cluster, C3H8N2O overall (ωB97M-V/def2-TZVPD).

The HOMO energy is -8.925 eV. As for the structure (SMILES): [H]/N=C/N.CC=O. Its molar mass is 88.11 g/mol. The value obtained for the frontier orbital gap is 9.75 eV.

CARTESIAN COORDINATES (ANGSTROEM)
O: 1.578 -0.555 -0.961
C: 1.730 0.256 -0.087
C: 2.008 -0.160 1.322
H: 1.896 1.331 -0.266
H: 1.915 -1.237 1.496
H: 1.280 0.255 2.028
H: 3.021 0.042 1.664
N: -1.193 -0.582 -0.255
C: -1.997 0.164 -1.057
N: -3.090 0.633 -0.604
H: -0.309 -0.968 -0.520
H: -1.679 -0.715 0.616
H: -1.551 0.531 -1.986
H: -3.608 1.008 -1.390


#b
Entry from OMol25: a 2-piece molecular cluster, C3H8N2O overall (ωB97M-V/def2-TZVPD).

The HOMO energy is -8.279 eV. As for the structure (SMILES): N=C=CO.CN. Its molar mass is 88.11 g/mol. The value obtained for the frontier orbital gap is 8.83 eV.

CARTESIAN COORDINATES (ANGSTROEM)
C: -1.630 0.678 -0.725
N: -1.811 0.889 0.702
H: -1.388 0.116 1.210
H: -1.290 1.722 0.978
H: -1.775 -0.378 -0.972
H: -2.353 1.268 -1.292
H: -0.625 0.974 -1.035
C: 1.294 -1.230 -0.501
O: 0.464 -1.977 0.295
N: 2.402 0.740 0.485
C: 1.899 -0.199 -0.001
H: 0.570 -1.681 1.218
H: 3.100 0.480 1.193
H: 1.143 -1.402 -1.557


Here are the energies relative to the best structure, in hartree: #a 0.0000; #b 0.0695.